P.
Formula: C6H6N2O2
Source: the OMol25 dataset
Level of theory: wB97M-V/def2-TZVPD

Molecular weight, g mol⁻¹: 138.1
Spin multiplicity: 1
E_HOMO, eV: -9.11
LUMO energy, eV: 0.97

```
16
Properties=species:S:1:pos:R:3:lowdin_charge:R:1
C 2.205 -0.500 0.803 -0.107
N 1.267 -1.292 0.562 0.132
C 0.467 -0.736 -0.805 -0.159
C -0.843 -0.205 -0.315 -0.268
N -1.026 0.854 0.401 0.145
C -2.353 0.918 0.596 -0.114
C -2.984 -0.233 0.087 -0.065
O -2.023 -0.947 -0.546 0.041
O 1.333 0.280 -1.273 -0.057
C 2.278 0.592 -0.307 -0.176
H 2.754 -0.522 1.641 0.072
H 0.242 -1.595 -1.377 0.129
H -2.656 1.738 1.209 0.096
H -3.903 -0.727 -0.189 0.120
H 2.033 1.618 0.147 0.144
H 3.209 0.757 -0.634 0.066
```

=====

Q.
Formula: C6H6N2O2
Source: the OMol25 dataset
Level of theory: wB97M-V/def2-TZVPD

Molecular weight, g mol⁻¹: 138.1
Spin multiplicity: 1
E_HOMO, eV: -9.59
LUMO energy, eV: -0.99

```
16
Properties=species:S:1:pos:R:3:lowdin_charge:R:1
C 3.514 -0.006 0.454 -0.066
C 1.990 -0.029 0.153 -0.263
C 1.311 -1.090 -0.494 -0.106
N -0.034 -0.960 -0.523 0.064
C -0.773 0.144 -0.133 -0.136
C -2.234 0.034 0.283 -0.348
O -3.058 0.999 -0.006 0.041
O -2.380 -1.323 0.411 0.033
C 0.043 1.365 -0.199 -0.096
N 1.318 1.239 -0.068 0.099
H 4.186 -0.598 -0.464 0.157
H 3.580 -0.592 1.418 0.072
H 3.690 1.047 0.736 0.063
H 1.837 -2.126 -0.901 0.168
H -1.512 -1.937 0.358 0.177
H -0.364 2.326 -0.629 0.139
```

=====

R.
Formula: C6H6N2O2
Source: the OMol25 dataset
Level of theory: wB97M-V/def2-TZVPD

Molecular weight, g mol⁻¹: 138.1
Spin multiplicity: 1
E_HOMO, eV: -9.29
LUMO energy, eV: 0.40

```
16
Properties=species:S:1:pos:R:3:lowdin_charge:R:1
C 2.923 -1.675 -0.434 -0.036
C 2.399 -0.307 -0.049 -0.296
C 2.492 0.646 -0.949 -0.120
O 2.737 1.365 -1.833 0.220
C 1.546 -0.137 1.076 -0.220
N 0.996 0.007 2.096 0.146
H 2.112 -2.179 -0.965 0.086
H 3.295 -2.230 0.454 0.096
H 3.814 -1.491 -1.110 0.106
C -3.991 1.016 0.610 -0.118
N -2.884 1.024 -0.256 0.072
C -1.876 0.482 -0.576 -0.327
O -0.797 0.278 -0.969 0.132
H -3.924 0.124 1.197 0.068
H -3.906 1.828 1.524 0.136
H -4.936 1.249 0.185 0.058
```

=====

What is the stability order? It is R, P, Q, from most stable to least stable.

=====

P.
Formula: C6H6N2O2
Source: the OMol25 dataset
Level of theory: wB97M-V/def2-TZVPD

Molecular weight, g mol⁻¹: 138.1
Spin multiplicity: 1
E_HOMO, eV: -6.98
LUMO energy, eV: 0.23

```
16
Properties=species:S:1:pos:R:3:lowdin_charge:R:1
C -2.721 0.309 0.583 0.006
C -2.345 -0.851 0.445 -0.225
C -0.439 -0.602 -0.418 -0.389
C -0.333 0.857 -0.261 0.016
C 0.899 1.441 -0.197 -0.077
C 2.094 -0.599 0.111 -0.481
H -3.216 1.256 0.755 0.038
H -2.014 -1.848 0.414 0.081
H 0.882 -2.203 -0.312 0.173
H -1.301 1.307 -0.314 0.068
H 0.950 2.513 -0.306 0.128
H 2.994 1.301 -0.049 0.215
N 0.840 -1.183 -0.170 0.222
N 2.048 0.776 -0.010 0.106
O -1.418 -1.222 -0.690 0.046
O 3.082 -1.252 0.421 0.073
```

=====

Q.
Formula: C6H6N2O2
Source: the OMol25 dataset
Level of theory: wB97M-V/def2-TZVPD

Molecular weight, g mol⁻¹: 138.1
Spin multiplicity: 1
E_HOMO, eV: -8.59
LUMO energy, eV: 0.23

```
16
Properties=species:S:1:pos:R:3:lowdin_charge:R:1
C 1.351 -2.352 -1.866 -0.071
C 0.684 -3.323 -2.198 0.011
C -0.038 -0.298 -0.119 -0.336
C -0.801 -0.345 1.163 0.022
C -0.980 0.791 1.863 -0.111
C 0.021 2.218 0.152 -0.506
H 1.600 -1.446 -1.364 0.023
H 0.082 -4.110 -2.584 0.003
H 0.887 1.197 -1.280 0.146
H -1.045 -1.300 1.646 0.119
H -1.400 0.827 2.890 0.141
H -0.686 2.925 1.936 0.189
N 0.414 1.039 -0.431 0.208
N -0.644 2.018 1.395 0.103
O 0.186 -1.140 -0.956 -0.039
O 0.368 3.297 -0.247 0.095
```

=====

What is the stability order? It is Q, P, from most stable to least stable.

=====

P.
Formula: C6H6N2O2
Source: the OMol25 dataset
Level of theory: wB97M-V/def2-TZVPD

Molecular weight, g mol⁻¹: 138.1
Spin multiplicity: 1
E_HOMO, eV: -8.73
LUMO energy, eV: 0.02

```
16
Properties=species:S:1:pos:R:3:lowdin_charge:R:1
N -1.441 -0.321 1.831 0.144
C -0.978 -0.300 0.552 -0.311
N -1.839 -0.677 -0.473 0.091
C -1.375 -0.683 -1.758 -0.075
C 0.050 -0.412 -2.103 -0.043
C 0.883 0.113 -1.121 -0.006
C 0.279 0.193 0.161 -0.110
C 1.196 0.564 1.203 -0.415
O 1.257 0.479 2.447 0.056
O 2.266 1.154 0.537 0.049
H -0.745 0.061 2.539 0.115
H -2.424 -0.141 1.990 0.107
H -2.172 -0.898 -2.453 0.093
H 0.282 -0.755 -3.083 0.079
H 1.903 0.145 -1.467 0.123
H 2.860 1.477 1.196 0.103
```

=====

Q.
Formula: C6H6N2O2
Source: the OMol25 dataset
Level of theory: wB97M-V/def2-TZVPD

Molecular weight, g mol⁻¹: 138.1
Spin multiplicity: 1
E_HOMO, eV: -9.53
LUMO energy, eV: 0.52

```
16
Properties=species:S:1:pos:R:3:lowdin_charge:R:1
O -0.706 1.622 -0.383 0.031
C 0.089 0.700 -0.423 -0.443
C 0.181 -0.286 -1.498 0.010
C 1.085 -1.273 -1.420 -0.077
N 1.943 -1.388 -0.353 0.116
C 1.959 -0.506 0.718 -0.500
O 2.714 -0.623 1.661 0.077
N 1.012 0.505 0.611 0.208
H -0.504 -0.181 -2.324 0.115
H 1.179 -2.041 -2.183 0.129
H 2.640 -2.124 -0.300 0.162
H 0.967 1.155 1.384 0.166
C -2.950 1.670 0.992 -0.032
C -3.302 0.545 1.256 -0.013
H -2.680 2.702 0.841 0.032
H -3.625 -0.477 1.421 0.020
```

=====

What is the stability order? It is P, Q, from most stable to least stable.

=====

P.
Formula: C5H13NO3S
Source: the OMol25 dataset
Level of theory: wB97M-V/def2-TZVPD

Molecular weight, g mol⁻¹: 167.2
Spin multiplicity: 1
E_HOMO, eV: -10.27
LUMO energy, eV: -0.97

```
23
Properties=species:S:1:pos:R:3:lowdin_charge:R:1
C -1.381 -2.094 1.123 -0.063
C 1.229 -0.605 -0.231 -0.061
C -0.502 1.325 -0.674 -0.065
C -1.204 -0.760 0.411 -0.101
C -0.214 -0.109 -0.260 -0.480
N 1.844 2.983 1.960 0.017
O -0.328 -2.516 -1.746 -0.268
O -2.118 -0.906 -2.316 -0.275
O 0.244 -0.409 -2.939 -0.286
S -0.725 -1.207 -2.135 0.596
H -0.422 -2.763 0.870 0.117
H -2.365 -2.532 0.876 0.082
H -1.412 -2.097 2.308 0.122
H 1.638 -0.244 -1.200 0.084
H 1.291 -1.671 -0.148 0.060
H 1.803 -0.209 0.645 0.098
H 0.394 1.702 -1.253 0.104
H -1.530 1.304 -1.217 0.117
H -0.648 2.054 0.074 0.055
H -2.180 -0.135 0.370 0.154
H 2.332 3.786 2.289 -0.007
H 1.833 2.947 0.971 -0.023
H 2.421 2.158 2.219 0.022
```

=====

Q.
Formula: C5H13NO3S
Source: the OMol25 dataset
Level of theory: wB97M-V/def2-TZVPD

Molecular weight, g mol⁻¹: 167.2
Spin multiplicity: 1
E_HOMO, eV: -9.50
LUMO energy, eV: 0.79

```
23
Properties=species:S:1:pos:R:3:lowdin_charge:R:1
C 1.814 -0.186 1.123 -0.110
C -0.467 -1.520 -1.251 -0.020
C -0.194 2.119 -0.217 -0.120
C 1.641 -0.329 -0.431 -0.198
C 0.104 -0.171 -0.774 -0.343
N -0.685 0.798 -0.522 -0.024
O -4.548 -1.222 0.970 -0.267
O -3.011 0.719 0.928 -0.288
O -3.826 -0.105 -1.196 -0.446
S -4.312 0.196 0.147 0.885
H 1.056 -0.815 1.769 0.111
H 2.872 -0.514 1.316 0.071
H 1.641 0.920 1.402 0.066
H -1.324 -1.108 -1.693 0.044
H -0.514 -2.272 -0.505 0.072
H 0.305 -1.808 -2.025 0.093
H 0.166 2.595 -1.195 0.114
H -1.120 2.680 -0.001 0.074
H 0.519 2.290 0.589 0.060
H 1.908 -1.340 -0.936 0.111
H 2.181 0.474 -1.053 0.125
H -4.077 -1.987 0.770 0.023
H -2.247 0.930 0.425 -0.033
```

=====

What is the stability order? It is Q, P, from most stable to least stable.